Below is a 14-piece molecular cluster, C41H77Cl15O18 overall, with properties calculated with ωB97M-V/def2-TZVPD.

```
151
Properties=species:S:1:pos:R:3
O 1.68694 -6.27784 -5.08439
C 0.69947 -5.62227 -5.21493
O 0.62052 -4.25720 -5.20145
C 1.79229 -3.39319 -4.90813
C 1.60349 -2.05954 -5.70523
C -0.57263 -6.19460 -5.70899
H 2.65803 -3.91454 -5.30488
H 1.93105 -3.11025 -3.83290
H 0.64996 -1.64993 -5.59430
H 1.97342 -2.18004 -6.75959
H 2.33872 -1.40199 -5.27900
H -0.46725 -6.04626 -6.75665
H -1.53725 -5.74674 -5.40125
H -0.58544 -7.24904 -5.44733
O 2.72310 -2.31692 -1.30446
C 3.81585 -2.61614 -0.87763
O 4.14341 -2.55155 0.41257
C 3.15636 -2.03936 1.34556
C 3.78378 -2.27105 2.76898
C 4.92542 -3.32229 -1.72785
H 2.19575 -2.52734 1.28731
H 3.04593 -1.01483 1.12695
H 4.08561 -3.30683 2.91009
H 3.05885 -2.16974 3.50961
H 4.64225 -1.59950 2.95358
H 5.86272 -3.15212 -1.21431
H 4.91056 -2.86807 -2.69320
H 4.63519 -4.36400 -1.76643
O -4.27922 -0.02932 -1.27950
C -3.60045 0.64160 -2.01044
O -2.61553 0.15785 -2.76371
C -2.52360 -1.25950 -2.97051
C -3.45966 -1.77696 -4.06374
C -3.71660 2.12349 -2.12676
H -2.76471 -1.84416 -2.05488
H -1.56856 -1.46852 -3.35751
H -4.51640 -1.77207 -3.81943
H -3.13099 -2.85841 -4.20034
H -3.18603 -1.27844 -5.02380
H -4.36957 2.49568 -1.34570
H -4.07303 2.35062 -3.10545
H -2.75044 2.56451 -2.08569
O 4.07555 0.98548 -1.63112
C 5.24731 0.76454 -1.73894
O 6.14819 0.81114 -0.72439
C 5.54637 1.10770 0.57555
C 6.62824 1.82687 1.32541
C 5.79659 0.26888 -3.00210
H 5.25064 0.19030 1.06871
H 4.55607 1.62609 0.41639
H 6.33338 2.17929 2.27648
H 7.02452 2.70310 0.71057
H 7.44336 1.14734 1.41165
H 6.13023 -0.75920 -2.78565
H 6.70304 0.86694 -3.23792
H 4.97360 0.30527 -3.61974
O -0.10296 4.49949 4.39922
C -0.54583 3.95367 5.41376
O -1.85352 3.57890 5.51899
C -2.65534 3.65909 4.35617
C -3.61852 4.79941 4.45235
C 0.37127 3.53687 6.55605
H -3.20820 2.67683 4.31258
H -2.05300 3.65105 3.50226
H -3.97242 5.12960 3.48620
H -3.05948 5.67868 4.86354
H -4.42867 4.53110 5.11642
H 0.47602 4.44374 7.23686
H 1.40363 3.47096 6.26314
H 0.02016 2.64946 7.07174
O -4.13153 -3.27158 3.16203
C -3.06314 -3.03989 3.66604
O -2.92624 -2.08001 4.60063
C -4.13393 -1.22714 4.79654
C -3.72036 -0.02540 5.64537
C -1.89328 -3.87139 3.40115
H -4.83898 -1.84106 5.33013
H -4.43211 -0.96116 3.79836
H -2.85852 0.47576 5.19986
H -3.51723 -0.36820 6.64115
H -4.54226 0.71040 5.72046
H -2.07381 -4.70186 2.70362
H -1.62367 -4.26464 4.38549
H -1.00302 -3.26709 3.03844
O -0.15380 6.05490 -2.32734
C 0.86830 6.60738 -1.95364
O 1.93050 5.97840 -1.41080
C 1.93241 4.57680 -1.25156
C 2.96987 4.33314 -0.16841
C 1.14439 8.08188 -1.99878
H 2.26642 4.21429 -2.27190
H 0.93689 4.20980 -0.98675
H 3.98875 4.67142 -0.52670
H 3.10631 3.23664 0.00412
H 2.86635 4.72398 0.85831
H 0.67837 8.50431 -2.83796
H 2.23236 8.31332 -1.96231
H 0.70600 8.54188 -1.17480
O 0.76034 -4.40640 1.79256
C 0.38717 -4.43759 0.64743
O 1.04854 -5.02403 -0.39808
C 2.34190 -5.54269 -0.03792
C 2.30228 -7.00433 0.48204
C -0.92997 -3.93938 0.15264
H 2.71426 -4.85574 0.75227
H 3.04135 -5.42649 -0.91445
H 2.18123 -7.76308 -0.23493
H 1.37945 -7.11072 1.11837
H 3.12493 -7.26614 1.08717
H -0.90462 -4.02878 -0.95723
H -1.04861 -2.90980 0.41709
H -1.75063 -4.55375 0.50999
O 0.04592 1.83320 -0.81766
C -0.06614 0.68808 -1.10587
O -0.95392 -0.03769 -0.38248
C -1.69524 0.82543 0.58898
C -2.38011 -0.18565 1.52024
C 0.79834 -0.04654 -2.05111
H -2.37793 1.47906 0.06350
H -0.95692 1.47777 1.08608
H -1.57316 -0.79414 1.89309
H -3.09462 -0.71368 0.98257
H -2.82720 0.37384 2.35573
H 0.83143 0.50915 -2.99727
H 0.42903 -1.03813 -2.18201
H 1.73537 -0.11350 -1.56661
C 0.49941 3.50590 -5.09076
Cl 2.18043 2.99092 -5.43091
Cl -0.51900 2.20938 -4.49464
Cl -0.27924 4.07192 -6.59447
H 0.49965 4.30138 -4.35894
C 1.72635 1.85932 3.61804
Cl 1.92993 1.42375 1.95186
Cl 3.30458 1.83496 4.49480
Cl 0.47289 0.92757 4.46669
H 1.32062 2.84925 3.67029
C -6.06135 -3.78222 0.71483
Cl -5.41225 -2.44455 -0.18647
Cl -5.85498 -5.41630 -0.09039
Cl -7.79636 -3.51599 1.18101
H -5.53833 -3.81642 1.68838
C -6.09881 1.13194 1.01761
Cl -7.26220 0.14950 1.82245
Cl -5.05242 1.92469 2.25269
Cl -6.95215 2.31885 0.01175
H -5.47585 0.55302 0.33551
C -2.57690 5.90695 -0.25695
Cl -1.40602 6.84957 0.71344
Cl -4.05688 6.77218 -0.56829
Cl -2.72064 4.30689 0.48559
H -1.99951 5.67858 -1.15648
```

Summary:
frontier orbital gap	10.50	eV